(one)
{
  "formula": "C3H4N2S2",
  "method": "wB97M-V/def2-TZVPD",
  "species": ["C", "C", "C", "N", "N", "S", "S", "H", "H", "H", "H"],
  "xyz": [[-0.98, -1.49, 0.79], [-0.33, -1.86, -0.39], [0.60, -0.13, 0.41], [-0.44, -0.35, 1.23], [0.71, -0.99, -0.59], [-0.17, 3.05, -0.54], [1.46, 3.02, 0.64], [-1.86, -1.84, 1.36], [-0.40, -2.73, -1.01], [1.47, -1.07, -1.13], [-0.05, 4.38, -0.77]],
  "mulliken_charge": [-0.236, -0.366, 0.196, -0.483, -0.007, -0.058, -0.133, 0.368, 0.372, 0.139, 0.210],
  "gap_ha": [0.2568, 0.2869],
  "total_charge": 0
}

---

(two)
{
  "formula": "C3H4N2S2",
  "method": "wB97M-V/def2-TZVPD",
  "species": ["C", "C", "C", "N", "N", "S", "S", "H", "H", "H", "H"],
  "xyz": [[1.08, -1.51, -0.29], [0.01, -1.10, 0.39], [-1.62, 0.91, 0.09], [2.19, -0.73, -0.52], [2.25, 0.51, -0.32], [1.33, 1.52, 0.50], [-1.41, -0.59, 1.11], [1.03, -2.56, -0.66], [-2.54, 1.34, 0.26], [-1.65, 0.63, -0.94], [-0.67, 1.57, 0.38]],
  "mulliken_charge": [0.394, -0.261, -0.642, -0.258, -0.121, -0.152, -0.031, 0.334, 0.374, 0.349, 0.013],
  "gap_ha": [0.2381, 0.2716],
  "total_charge": 0
}

---

(three)
{
  "formula": "C3H4N2S2",
  "method": "wB97M-V/def2-TZVPD",
  "species": ["C", "C", "C", "H", "H", "H", "H", "N", "N", "S", "S"],
  "xyz": [[0.51, -0.37, -0.21], [0.68, 0.99, -0.09], [-0.64, 1.57, -0.07], [2.56, -0.61, 0.00], [1.63, 1.43, 0.05], [-0.93, 2.55, 0.12], [-1.41, -2.08, 1.21], [-1.54, 0.64, -0.30], [-0.86, -0.53, -0.37], [1.67, -1.56, -0.19], [-1.68, -2.03, -0.15]],
  "mulliken_charge": [0.512, -0.464, -0.422, 0.118, 0.333, 0.459, 0.164, -0.746, 0.386, -0.210, -0.130],
  "smiles": "Sc1ccnn1S",
  "gap_ha": 0.3387,
  "total_charge": 0
}

---

(four)
{
  "formula": "C3H4N2S2",
  "method": "wB97M-V/def2-TZVPD",
  "species": ["C", "C", "C", "N", "N", "S", "S", "H", "H", "H", "H"],
  "xyz": [[-0.58, 1.42, 0.22], [-0.93, 0.26, 0.75], [1.44, 0.62, 0.43], [0.73, 1.70, 0.09], [0.77, -0.48, 0.78], [1.58, -2.10, -1.45], [1.24, -2.03, 0.64], [-1.23, 2.25, 0.03], [-1.69, -0.40, 0.77], [2.56, 0.66, 0.52], [0.21, -1.95, -1.66]],
  "mulliken_charge": [-0.185, -0.391, 0.108, -0.564, -0.155, -0.208, 0.005, 0.401, 0.442, 0.365, 0.182],
  "gap_ha": 0.3305,
  "total_charge": 0
}

---

Calculated relative energies: (one) 54.1; (two) 89.7; (three) 0.0; (four) 25.0, given in kcal/mol

---

(one)
{
  "formula": "C4H11N4",
  "method": "wB97M-V/def2-TZVPD",
  "species": ["C", "C", "C", "C", "N", "N", "N", "N", "H", "H", "H", "H", "H", "H", "H", "H", "H", "H", "H"],
  "xyz": [[1.08, 0.82, 0.24], [-0.13, 1.35, -0.34], [1.77, -1.54, -0.52], [-2.39, 0.53, 0.14], [1.97, 1.55, 0.72], [0.92, -0.63, 0.19], [-1.14, 0.25, -0.39], [-0.43, -0.84, 0.15], [-0.53, 2.18, 0.18], [0.00, 1.70, -1.45], [2.24, -0.85, -1.33], [2.61, -1.99, 0.19], [1.12, -2.38, -1.02], [-3.29, 0.04, -0.36], [-2.26, -0.14, 1.24], [-2.39, 1.57, 0.11], [2.90, 1.14, 1.00], [-0.75, -1.78, -0.32], [-1.30, -0.99, 1.54]],
  "mulliken_charge": [0.103, -0.328, -0.764, -0.533, -0.527, 0.144, 0.136, -0.386, 0.387, 0.233, 0.307, 0.259, 0.334, 0.260, 0.027, 0.382, 0.286, 0.310, 0.369],
  "gap_ha": 0.3366,
  "total_charge": 1
}

---

(two)
{
  "formula": "C4H11N4",
  "method": "wB97M-V/def2-TZVPD",
  "species": ["C", "C", "C", "C", "N", "N", "N", "N", "H", "H", "H", "H", "H", "H", "H", "H", "H", "H", "H"],
  "xyz": [[-0.61, 0.54, -0.96], [0.83, 1.36, 0.51], [2.26, 2.18, 2.49], [-2.00, -2.79, -1.67], [0.20, 0.36, 0.03], [-1.19, -0.53, -1.53], [1.65, 1.07, 1.67], [-1.02, -1.79, -1.32], [-1.02, 1.52, -1.34], [0.55, 2.37, 0.53], [1.57, 2.33, 3.43], [3.34, 1.99, 2.82], [2.31, 3.03, 1.82], [-1.51, -3.68, -1.49], [-3.00, -2.79, -1.11], [-2.32, -2.90, -2.71], [-1.73, -0.37, -2.32], [2.19, 0.15, 1.66], [-0.51, -2.03, -0.50]],
  "mulliken_charge": [0.065, -0.061, -0.722, -0.847, -0.341, 0.135, -0.173, -0.321, 0.291, 0.276, 0.257, 0.305, 0.305, 0.372, 0.312, 0.316, 0.253, 0.315, 0.262],
  "smiles": "CNN/C=N/C=[NH+]/C",
  "gap_ha": 0.2966,
  "total_charge": 1
}

---

(three)
{
  "formula": "C4H11N4",
  "method": "wB97M-V/def2-TZVPD",
  "species": ["C", "C", "C", "C", "N", "N", "N", "N", "H", "H", "H", "H", "H", "H", "H", "H", "H", "H", "H"],
  "xyz": [[-0.52, 0.23, 0.47], [-0.85, -1.60, 2.19], [-2.02, -0.40, -1.32], [0.70, 1.00, 0.96], [-0.72, -0.94, 1.12], [-1.29, 0.53, -0.58], [-2.76, 0.09, -2.22], [3.24, -0.12, -0.56], [-1.38, -1.16, 3.01], [-0.52, -2.57, 2.20], [0.53, 1.27, 2.09], [0.73, 1.92, 0.52], [1.57, 0.45, 0.89], [-1.14, 1.61, -0.87], [-2.72, 1.03, -2.67], [-3.35, -0.66, -2.64], [4.16, 0.36, -0.48], [2.87, 0.08, -1.42], [3.48, -1.13, -0.70]],
  "mulliken_charge": [0.758, -0.211, -0.475, -1.346, -0.144, -0.141, -0.154, -0.773, 0.280, 0.297, 0.347, 0.436, 0.488, 0.360, 0.229, 0.328, 0.251, 0.226, 0.244],
  "gap_ha": 0.3273,
  "total_charge": 1
}

---

Calculated relative energies: (one) 92.4; (two) 0.0; (three) 10.1, given in kcal/mol

---

(one)
{
  "formula": "CH3O2",
  "method": "wB97M-V/def2-TZVPD",
  "species": ["C", "O", "O", "H", "H", "H"],
  "xyz": [[-0.07, -0.22, 0.11], [-0.06, -1.60, 2.09], [-0.33, -0.55, 1.62], [-1.09, -0.03, -0.36], [0.26, 0.79, 0.24], [0.56, -0.86, -0.56]],
  "mulliken_charge": [-0.399, 0.176, 0.267, 0.314, 0.294, 0.347],
  "gap_ha": [0.3501, 0.3501],
  "total_charge": 1
}

---

(two)
{
  "formula": "CH3O2",
  "method": "wB97M-V/def2-TZVPD",
  "species": ["C", "O", "O", "H", "H", "H"],
  "xyz": [[0.08, 0.57, -0.78], [-0.42, -0.76, 1.41], [0.40, -0.96, 0.39], [0.98, 0.47, -1.45], [-0.68, 1.24, -0.33], [-0.86, -1.65, 1.75]],
  "mulliken_charge": [-0.058, -0.101, -0.030, 0.358, 0.387, 0.444],
  "gap_ha": [0.3079, 0.4214],
  "total_charge": 1
}

---

Calculated relative energies: (one) 0.0; (two) 35.5, given in kcal/mol

---

(one)
{
  "formula": "CH4INS",
  "method": "wB97M-V/def2-TZVPD",
  "species": ["C", "N", "S", "I", "H", "H", "H", "H"],
  "xyz": [[-0.74, -0.70, -0.41], [1.36, -0.09, 0.87], [0.65, 0.50, -0.38], [-0.87, 2.49, 0.05], [-1.31, -0.50, 0.48], [-0.21, -1.70, -0.33], [-1.21, -0.24, -1.29], [2.33, 0.23, 1.00]],
  "mulliken_charge": [-0.871, -0.503, 0.231, -0.129, 0.335, 0.326, 0.371, 0.241],
  "gap_ha": 0.3053,
  "total_charge": 0
}

---

(two)
{
  "formula": "CH4INS",
  "method": "wB97M-V/def2-TZVPD",
  "species": ["C", "N", "S", "I", "H", "H", "H", "H"],
  "xyz": [[-1.14, 0.51, 0.36], [1.05, -0.64, -0.66], [-0.24, -1.06, 0.31], [2.83, 0.33, 0.05], [-1.34, 0.72, 1.34], [-2.06, 0.29, -0.18], [-0.35, 1.25, -0.04], [1.25, -1.40, -1.19]],
  "mulliken_charge": [-0.639, -0.543, 0.053, 0.090, 0.296, 0.244, 0.202, 0.298],
  "smiles": "CSNI",
  "gap_ha": 0.2838,
  "total_charge": 0
}

---

(three)
{
  "formula": "CH4INS",
  "method": "wB97M-V/def2-TZVPD",
  "species": ["C", "N", "S", "I", "H", "H", "H", "H"],
  "xyz": [[0.21, -0.22, 0.74], [0.06, 0.66, -0.37], [0.58, -0.12, -1.84], [-1.81, -0.11, 1.90], [0.86, -0.05, 1.50], [0.24, -1.33, 0.64], [0.49, 1.55, -0.16], [-0.62, -0.38, -2.42]],
  "mulliken_charge": [-0.625, -0.300, -0.146, -0.105, 0.397, 0.354, 0.269, 0.156],
  "smiles": "SNCI",
  "gap_ha": 0.3406,
  "total_charge": 0
}

---

Calculated relative energies: (one) 5.6; (two) 9.6; (three) 0.0, given in kcal/mol

---

(one)
{
  "formula": "C3H3NO2S",
  "method": "wB97M-V/def2-TZVPD",
  "species": ["C", "C", "C", "N", "O", "O", "S", "H", "H", "H"],
  "xyz": [[-1.37, -2.09, -0.17], [0.19, -0.47, 0.27], [-0.91, 0.20, -0.30], [-1.86, -0.96, -0.57], [-3.60, 0.77, -0.31], [-0.19, -2.00, 0.25], [-2.58, 0.17, 0.50], [1.09, -0.57, -0.23], [0.34, -0.16, 1.29], [-0.71, 0.84, -1.14]],
  "mulliken_charge": [-0.041, -0.510, -0.096, -0.060, -0.490, -0.190, 0.447, 0.328, 0.249, 0.363],
  "gap_ha": 0.3318,
  "total_charge": 0
}

---

(two)
{
  "formula": "C3H3NO2S",
  "method": "wB97M-V/def2-TZVPD",
  "species": ["C", "C", "C", "H", "H", "H", "N", "O", "O", "S"],
  "xyz": [[-0.05, -0.51, 1.35], [0.36, 0.54, 0.23], [0.17, -0.07, -2.35], [-1.79, -0.13, 1.09], [0.63, 1.33, 0.72], [1.36, 0.43, -0.21], [0.73, -0.50, -3.20], [-1.38, -0.58, 1.58], [0.70, -1.25, 1.84], [-0.73, 0.73, -1.07]],
  "mulliken_charge": [0.646, -0.822, 0.273, 0.193, 0.493, 0.374, -0.317, -0.341, -0.445, -0.053],
  "smiles": "N#CSCC(=O)O",
  "gap_ha": 0.3811,
  "total_charge": 0
}

---

Calculated relative energies: (one) 50.8; (two) 0.0, given in kcal/mol